# 1
{"formula": "C43H47IN5OPRhS2", "method": "ωB97M-V/def2-TZVPD", "species": ["Rh", "I", "C", "C", "C", "C", "C", "C", "C", "C", "C", "P", "C", "C", "C", "C", "C", "C", "C", "C", "C", "C", "C", "C", "C", "H", "H", "H", "H", "H", "H", "H", "H", "H", "H", "H", "H", "H", "H", "H", "H", "N", "C", "N", "C", "C", "C", "C", "C", "C", "S", "H", "H", "H", "H", "H", "H", "O", "N", "C", "C", "C", "C", "C", "H", "H", "H", "H", "H", "C", "C", "C", "C", "N", "C", "S", "N", "C", "C", "C", "C", "H", "H", "H", "H", "H", "H", "H", "H", "H", "H", "H", "H", "H", "H", "H", "H", "H", "H", "H", "H"], "xyz": [[-0.18508, -0.21518, -0.46608], [0.10452, -1.27121, 1.88080], [-1.78071, -1.19615, 2.78583], [-1.71353, -0.90429, 4.11983], [-2.86309, -0.97709, 4.92701], [-4.02789, -1.40288, 4.36712], [-4.11026, -1.72791, 2.98958], [-5.32617, -2.26358, 2.50304], [-5.44271, -2.64765, 1.20360], [-4.37520, -2.40180, 0.32618], [-3.18136, -1.84118, 0.72210], [-2.12361, -1.39128, -0.72955], [-3.31875, -0.64622, -1.88475], [-3.56491, 0.71877, -1.77259], [-4.51863, 1.33655, -2.56802], [-5.23150, 0.59502, -3.49724], [-4.98942, -0.76643, -3.62346], [-4.04532, -1.38606, -2.82073], [-1.63153, -2.97696, -1.45488], [-1.31725, -4.04743, -0.61713], [-0.85142, -5.23723, -1.15440], [-0.70579, -5.36782, -2.53110], [-1.01715, -4.30705, -3.36850], [-1.46942, -3.10983, -2.83423], [-2.98683, -1.57053, 2.12179], [-0.76599, -0.64254, 4.57267], [-2.79799, -0.74478, 5.98105], [-4.91655, -1.52861, 4.97274], [-6.14850, -2.38640, 3.19647], [-6.35207, -3.09755, 0.83053], [-4.52793, -2.64437, -0.71532], [-2.99229, 1.30496, -1.06901], [-4.70019, 2.39879, -2.46572], [-5.97245, 1.07394, -4.12313], [-5.53919, -1.35124, -4.34869], [-3.87895, -2.44895, -2.93544], [-1.45175, -3.96020, 0.45500], [-0.61537, -6.06709, -0.50206], [-0.35606, -6.30226, -2.94938], [-0.90424, -4.40560, -4.43995], [-1.70274, -2.28707, -3.49777], [-1.02116, 2.43082, -2.44334], [-0.43906, 1.40285, -3.06994], [-0.07771, 0.28579, -2.48098], [0.66562, -0.53098, -3.34512], [1.35313, -1.68531, -2.99277], [2.08702, -2.34278, -3.96626], [2.12689, -1.87436, -5.27795], [1.45598, -0.71563, -5.63449], [0.74521, -0.04765, -4.64915], [-0.07458, 1.48893, -4.76694], [-1.13457, 2.41851, -1.43526], [-1.23876, 3.27053, -2.94962], [1.33098, -2.06706, -1.97761], [2.63143, -3.23931, -3.70213], [2.70121, -2.40742, -6.02279], [1.50699, -0.33224, -6.64449], [-1.10267, 1.79314, 0.35304], [-1.61409, 1.94228, 1.56626], [-2.93640, 1.80001, 1.77217], [-3.47716, 2.00755, 3.02205], [-2.65039, 2.35124, 4.07939], [-1.28808, 2.46951, 3.84832], [-0.78991, 2.25883, 2.58117], [-3.51797, 1.53209, 0.90384], [-4.54434, 1.89765, 3.15065], [-3.05913, 2.52492, 5.06494], [-0.60411, 2.73513, 4.64168], [0.25203, 2.33214, 2.30452], [4.94333, 4.30923, 0.78000], [3.97850, 4.88647, -0.25528], [2.93153, 3.91333, -0.79483], [1.89999, 3.41703, 0.21409], [2.43830, 2.47046, 1.20131], [2.71597, 1.18367, 0.95959], [2.22082, 0.41653, -0.50822], [3.43862, 0.53715, 1.87042], [3.98487, -0.81765, 1.75040], [5.40839, -0.81310, 1.20327], [6.38277, 0.06653, 1.98601], [6.47726, -0.28137, 3.46786], [5.80674, 4.96088, 0.90691], [5.31435, 3.32714, 0.47438], [4.49078, 4.21500, 1.77143], [4.56021, 5.24579, -1.10581], [3.47964, 5.76811, 0.15779], [3.41928, 3.04648, -1.24916], [2.37598, 4.40651, -1.59709], [1.07341, 2.92161, -0.28751], [1.49118, 4.25475, 0.78380], [2.92421, 2.89234, 1.98016], [3.84007, 1.09231, 2.61492], [3.33071, -1.37979, 1.08812], [3.94074, -1.27010, 2.74143], [5.37819, -0.49595, 0.15757], [5.76220, -1.84733, 1.20999], [6.11491, 1.12211, 1.86365], [7.36811, -0.03152, 1.52851], [5.54151, -0.09701, 4.00403], [7.24827, 0.30998, 3.95951], [6.72800, -1.33438, 3.60738]], "forces_ev_per_angstrom": [[0.24, 0.10, 0.03], [-0.01, -0.01, 0.05], [0.02, 0.00, -0.04], [-0.05, -0.03, 0.02], [-0.04, -0.04, -0.03], [0.05, 0.00, 0.02], [-0.03, 0.00, 0.01], [0.01, 0.00, -0.04], [0.01, 0.02, 0.03], [-0.03, 0.00, 0.02], [0.04, 0.03, 0.02], [-0.05, -0.08, -0.06], [0.00, -0.04, -0.01], [-0.01, 0.01, 0.01], [0.01, 0.01, 0.01], [0.00, -0.02, 0.00], [0.00, 0.02, 0.00], [-0.01, -0.01, 0.01], [-0.06, 0.03, 0.03], [0.00, -0.04, -0.01], [-0.01, 0.03, -0.05], [0.00, -0.02, 0.07], [0.00, 0.04, 0.03], [0.06, -0.04, 0.00], [0.04, 0.01, -0.04], [0.00, -0.01, -0.01], [0.00, 0.00, 0.00], [0.00, 0.00, 0.00], [0.00, 0.00, 0.00], [0.00, 0.00, 0.00], [0.01, 0.01, -0.04], [0.02, 0.00, 0.01], [0.00, 0.00, 0.00], [0.00, 0.00, 0.00], [0.00, 0.00, 0.00], [-0.03, 0.02, 0.03], [-0.01, -0.01, 0.00], [0.00, 0.00, 0.00], [0.00, 0.00, 0.00], [0.00, -0.01, 0.00], [0.08, 0.01, 0.01], [0.04, 0.02, 0.01], [-0.02, -0.01, 0.02], [-0.08, 0.16, 0.08], [0.07, 0.02, -0.01], [0.02, -0.07, -0.05], [-0.08, -0.03, 0.03], [-0.02, 0.04, -0.02], [0.02, -0.02, 0.01], [0.03, -0.02, -0.04], [-0.02, 0.00, 0.01], [-0.02, -0.02, -0.01], [-0.01, -0.01, 0.00], [-0.05, 0.02, -0.01], [0.01, 0.00, 0.00], [0.00, 0.00, 0.00], [0.00, 0.00, 0.00], [-0.08, -0.06, -0.12], [0.06, -0.01, 0.06], [0.00, 0.01, -0.02], [0.00, 0.00, 0.00], [0.02, 0.03, -0.01], [-0.02, 0.03, -0.02], [0.02, 0.00, 0.01], [0.01, 0.00, 0.00], [0.00, 0.00, 0.00], [0.00, 0.00, 0.00], [0.00, 0.00, 0.00], [-0.02, 0.02, 0.00], [0.00, 0.00, 0.00], [0.00, 0.01, 0.00], [-0.01, -0.01, 0.02], [0.06, 0.03, -0.03], [-0.03, -0.03, 0.02], [0.02, 0.07, -0.04], [-0.12, -0.03, 0.01], [0.02, 0.00, 0.02], [0.02, 0.00, -0.03], [0.00, -0.01, -0.02], [0.00, 0.00, 0.00], [0.00, 0.00, -0.01], [0.00, 0.00, 0.00], [0.00, 0.00, 0.00], [0.00, 0.00, 0.00], [0.00, -0.01, 0.00], [0.00, 0.00, 0.00], [0.00, 0.00, -0.01], [0.00, 0.00, 0.00], [-0.03, -0.01, 0.00], [-0.01, -0.01, 0.01], [0.00, -0.01, 0.00], [-0.02, -0.01, 0.02], [-0.01, -0.02, 0.02], [0.01, 0.02, 0.01], [0.00, 0.00, 0.00], [0.00, 0.00, 0.00], [-0.01, -0.01, 0.00], [0.00, 0.00, 0.00], [0.00, 0.00, 0.00], [0.00, 0.00, 0.00], [0.00, 0.00, 0.00]], "spin_multiplicity": 2, "energy_ev": -96909.47457, "total_charge": 2}


# 2
{"formula": "C43H47N4O3SZr", "method": "ωB97M-V/def2-TZVPD", "species": ["Zr", "O", "C", "C", "C", "C", "C", "C", "C", "C", "C", "O", "C", "C", "C", "C", "C", "C", "C", "C", "C", "C", "C", "C", "N", "C", "C", "C", "C", "C", "C", "C", "C", "C", "C", "C", "C", "H", "H", "H", "H", "H", "H", "H", "H", "H", "H", "H", "H", "H", "H", "H", "H", "H", "H", "H", "H", "H", "H", "H", "H", "H", "H", "H", "C", "C", "C", "C", "N", "C", "S", "N", "C", "C", "C", "C", "H", "H", "H", "H", "H", "H", "H", "H", "H", "H", "H", "H", "H", "H", "H", "H", "H", "H", "H", "H", "O", "C", "N"], "xyz": [[0.25785, 1.16835, -0.12159], [0.15241, 1.32965, 1.80938], [0.91103, 1.32474, 2.99701], [1.96921, 2.40199, 2.72100], [2.89541, 2.15888, 1.55020], [4.25605, 2.18588, 1.80307], [5.16446, 2.03922, 0.77752], [4.69275, 1.92185, -0.51157], [3.32755, 1.93749, -0.74316], [2.88488, 1.86839, -2.18653], [2.18887, 0.54754, -2.54070], [0.97058, 0.62395, -1.86606], [3.00041, -0.62247, -1.97501], [2.73470, -1.16325, -0.72326], [3.53184, -2.15550, -0.17010], [4.62442, -2.63277, -0.88058], [4.90188, -2.10987, -2.13570], [4.09590, -1.11743, -2.67554], [1.91858, 0.36606, -4.02377], [1.22570, -0.78533, -4.40368], [0.90623, -1.01076, -5.72869], [1.27684, -0.08356, -6.70021], [1.96204, 1.05829, -6.33189], [2.28192, 1.28409, -4.99365], [2.42569, 2.00204, 0.27612], [0.02282, 1.74878, 4.15911], [-1.01809, 2.64410, 3.92806], [-1.82015, 3.07568, 4.97297], [-1.58790, 2.62031, 6.26403], [-0.55135, 1.73126, 6.50078], [0.24884, 1.29563, 5.45275], [1.48943, -0.06943, 3.19691], [2.78597, -0.27032, 3.65615], [3.28296, -1.55484, 3.84789], [2.48232, -2.65325, 3.58001], [1.18236, -2.46099, 3.12714], [0.68749, -1.17938, 2.94374], [2.58226, 2.58692, 3.60324], [1.41822, 3.32789, 2.53379], [4.59283, 2.32475, 2.82068], [6.22775, 2.03327, 0.97867], [5.36618, 1.82976, -1.35077], [3.77679, 2.01388, -2.79603], [2.19873, 2.69142, -2.40562], [1.89825, -0.84225, -0.09911], [3.28988, -2.54562, 0.81035], [5.24975, -3.41019, -0.46230], [5.74503, -2.48171, -2.70268], [4.31562, -0.72841, -3.66335], [0.95306, -1.51276, -3.64673], [0.38002, -1.91306, -6.01247], [1.03340, -0.25983, -7.73954], [2.25313, 1.78274, -7.08071], [2.81128, 2.19067, -4.73229], [-1.20789, 2.99881, 2.92263], [-2.62681, 3.77138, 4.78143], [-2.21371, 2.95694, 7.07972], [-0.36573, 1.36780, 7.50270], [1.04434, 0.58889, 5.65297], [3.42344, 0.57259, 3.88562], [4.29409, -1.68879, 4.20914], [2.86413, -3.65446, 3.73037], [0.54978, -3.31606, 2.92656], [-0.33094, -1.03746, 2.60401], [-3.78531, -3.46585, -2.55960], [-4.59543, -2.60152, -3.52214], [-4.91679, -1.19659, -3.01178], [-3.78281, -0.18535, -3.13267], [-2.61867, -0.47355, -2.29981], [-2.55141, -0.35520, -0.97806], [-1.16421, -1.07443, -0.18816], [-3.51558, 0.25463, -0.31357], [-3.50545, 0.62002, 1.11013], [-4.77178, 0.17207, 1.82730], [-4.74386, -1.27296, 2.31631], [-4.68988, -2.31066, 1.20171], [-3.75111, -4.50046, -2.89979], [-4.23294, -3.46360, -1.56330], [-2.75213, -3.13376, -2.44980], [-5.53954, -3.10804, -3.73101], [-4.08695, -2.52662, -4.48904], [-5.25113, -1.25279, -1.96994], [-5.75563, -0.78145, -3.57578], [-4.13290, 0.82698, -2.90615], [-3.40924, -0.13568, -4.15589], [-1.85706, -1.00225, -2.69486], [-4.23479, 0.69680, -0.86900], [-3.37656, 1.70326, 1.16477], [-2.61637, 0.17071, 1.54973], [-5.63282, 0.32303, 1.16564], [-4.92721, 0.84564, 2.67237], [-5.63022, -1.44730, 2.92965], [-3.88556, -1.40046, 2.98308], [-5.49871, -2.15250, 0.48273], [-4.79659, -3.32165, 1.59452], [-3.74374, -2.27821, 0.65786], [0.18431, 4.52672, -0.96265], [-0.51531, 3.59281, -0.85356], [-1.20141, 2.59613, -0.73169]], "forces_ev_per_angstrom": [[-1.16, -0.33, -0.41], [0.00, -0.40, -0.27], [0.04, 0.07, -0.34], [0.13, 0.20, 0.11], [-0.05, -0.04, -0.22], [-0.04, 0.02, 0.13], [0.16, -0.03, -0.04], [-0.09, 0.11, 0.06], [-0.03, -0.13, -0.04], [0.28, 0.21, -0.03], [0.14, -0.09, 0.30], [-0.23, 0.17, 0.61], [0.11, -0.05, -0.03], [-0.07, 0.00, 0.30], [0.12, -0.01, -0.13], [-0.06, 0.01, 0.06], [-0.03, 0.01, -0.01], [0.05, 0.03, -0.05], [-0.12, -0.07, 0.00], [0.03, 0.02, 0.01], [0.01, 0.05, -0.05], [-0.04, -0.07, 0.00], [0.03, 0.03, 0.08], [-0.02, 0.02, -0.09], [0.28, -0.05, -0.01], [-0.01, 0.05, 0.04], [-0.02, 0.02, -0.01], [0.01, -0.02, 0.03], [0.00, 0.01, -0.01], [-0.01, 0.01, -0.02], [0.02, -0.01, 0.03], [0.16, 0.06, 0.08], [0.03, -0.07, 0.03], [-0.06, 0.05, -0.02], [0.00, 0.00, 0.00], [0.02, -0.04, 0.01], [-0.01, -0.01, -0.05], [-0.02, -0.02, 0.00], [-0.04, -0.02, 0.03], [0.02, 0.00, -0.02], [0.00, 0.00, 0.01], [0.02, 0.01, 0.01], [-0.01, -0.01, 0.02], [-0.03, -0.04, -0.04], [0.03, -0.04, -0.22], [0.02, 0.00, -0.01], [0.00, 0.00, 0.00], [0.00, 0.00, -0.01], [0.00, 0.00, 0.00], [0.01, 0.01, 0.02], [0.00, 0.00, -0.01], [0.00, 0.00, 0.00], [0.00, 0.00, 0.00], [0.01, 0.00, 0.01], [0.02, -0.01, -0.01], [0.00, 0.00, -0.01], [0.00, 0.00, 0.01], [0.00, 0.00, 0.01], [0.01, 0.00, -0.02], [-0.01, -0.01, 0.01], [0.00, -0.02, 0.00], [0.00, -0.01, 0.00], [-0.02, 0.01, 0.00], [0.00, 0.00, 0.02], [0.05, -0.02, 0.04], [-0.02, -0.02, -0.06], [-0.07, 0.05, 0.03], [0.14, 0.23, -0.05], [-0.02, -0.26, 0.14], [0.27, 0.04, -0.02], [-0.15, 0.12, 0.08], [0.04, 0.13, 0.04], [0.08, 0.02, -0.14], [-0.05, 0.06, -0.01], [0.00, -0.02, 0.05], [0.02, -0.03, -0.08], [-0.01, 0.00, -0.03], [-0.02, 0.00, -0.01], [0.00, 0.02, -0.01], [-0.01, 0.01, 0.04], [0.02, 0.00, 0.01], [0.01, -0.02, 0.00], [0.00, -0.03, -0.03], [0.00, -0.02, 0.02], [-0.06, -0.06, -0.01], [0.02, 0.07, -0.10], [-0.06, -0.07, 0.04], [-0.05, 0.00, -0.02], [-0.04, -0.02, 0.06], [0.00, 0.02, 0.01], [0.04, -0.05, 0.04], [-0.01, 0.01, -0.02], [0.00, -0.01, 0.00], [0.00, 0.00, 0.00], [-0.01, 0.01, 0.04], [-0.01, 0.01, 0.03], [-0.14, 0.11, -0.05], [-0.27, 0.13, -0.13], [0.76, 0.02, 0.23]], "energy_ev": -69573.86567, "total_charge": 1}